Here is a single C4H5NO molecule from the OMol25 dataset. Energies are from the ωB97M-V functional and the def2-TZVPD basis.

Structure (XYZ):
```
11
Properties=species:S:1:pos:R:3
O 2.3419 0.0197 -0.4893
C 1.0508 0.0358 -0.0763
C 0.1298 -0.8994 -0.4148
N -1.2017 -0.5680 -0.2493
C -1.4404 0.6942 0.2927
C -0.5086 1.6394 0.5277
H 2.9112 0.3780 0.2071
H 0.3604 -1.8427 -0.9025
H -1.8779 -1.3099 -0.1003
H -2.4839 0.9552 0.4777
H 0.7862 0.8232 0.6963
```

Values from the calculation:
HOMO-LUMO gap (eV): 8.57
LUMO (eV): 0.4
Energy above the lowest of the compared OMol25 structures with the same formula, charge and spin (kJ/mol): 483.3